Record 1
{"formula": "C32H96O16", "method": "the ωB97M-V functional and the def2-TZVPD basis", "homo_lumo_gap_ha": 0.3494, "molar_mass_g_mol": 737.10, "relative_energy_kcal_mol": 1.0, "max_force_ha_per_bohr": 0.021, "total_charge": 0, "symbols": ["C", "C", "O", "H", "H", "H", "H", "H", "H", "C", "C", "O", "H", "H", "H", "H", "H", "H", "C", "C", "O", "H", "H", "H", "H", "H", "H", "C", "C", "O", "H", "H", "H", "H", "H", "H", "C", "C", "O", "H", "H", "H", "H", "H", "H", "C", "C", "O", "H", "H", "H", "H", "H", "H", "C", "C", "O", "H", "H", "H", "H", "H", "H", "C", "C", "O", "H", "H", "H", "H", "H", "H", "C", "C", "O", "H", "H", "H", "H", "H", "H", "C", "C", "O", "H", "H", "H", "H", "H", "H", "C", "C", "O", "H", "H", "H", "H", "H", "H", "C", "C", "O", "H", "H", "H", "H", "H", "H", "C", "C", "O", "H", "H", "H", "H", "H", "H", "C", "C", "O", "H", "H", "H", "H", "H", "H", "C", "C", "O", "H", "H", "H", "H", "H", "H", "C", "C", "O", "H", "H", "H", "H", "H", "H"], "positions_angstrom": [[4.56932, 2.66422, 1.88556], [3.93268, 2.04044, 3.10478], [2.93269, 1.10893, 2.67824], [3.82481, 3.11043, 1.22342], [5.05284, 1.87876, 1.30097], [5.30084, 3.41764, 2.17204], [3.44074, 2.80449, 3.72240], [4.64885, 1.54928, 3.77082], [2.38231, 0.83017, 3.43935], [-0.17027, -0.22586, -0.64020], [0.39124, 0.32720, 0.64453], [1.45255, 1.24202, 0.36969], [0.61608, -0.66125, -1.26043], [-0.76584, 0.50502, -1.18408], [-0.81137, -1.07510, -0.38397], [0.79439, -0.46473, 1.28934], [-0.38150, 0.83814, 1.23089], [1.98364, 1.36084, 1.17849], [0.30032, -3.64506, 0.30525], [0.89973, -4.84621, 1.00386], [0.77580, -4.68688, 2.41179], [0.88796, -2.75859, 0.55286], [-0.70580, -3.48494, 0.70565], [0.22246, -3.77814, -0.77012], [1.95095, -4.99210, 0.73344], [0.35540, -5.73410, 0.65179], [1.26917, -5.39854, 2.82897], [-1.71341, -1.54005, 3.72464], [-2.06254, -3.00554, 3.56968], [-3.30986, -3.29577, 4.21720], [-1.73618, -1.29580, 4.79083], [-2.42729, -0.86511, 3.25086], [-0.70949, -1.40648, 3.31913], [-1.27402, -3.63581, 3.98108], [-2.20572, -3.23341, 2.50956], [-3.73637, -4.02245, 3.75979], [-1.33948, 1.96699, 4.44499], [-1.57875, 1.65125, 5.90548], [-0.30013, 1.32699, 6.46961], [-2.27059, 2.18962, 3.92519], [-0.92135, 1.09926, 3.93088], [-0.63349, 2.79182, 4.35057], [-2.23422, 0.78003, 5.99988], [-2.02917, 2.48621, 6.44552], [-0.34474, 1.28174, 7.42847], [-2.94354, 2.14018, 0.92477], [-4.29348, 2.09181, 1.59825], [-5.29200, 1.84547, 0.59392], [-2.66350, 1.15264, 0.54752], [-2.17722, 2.49092, 1.61249], [-3.00956, 2.82634, 0.07886], [-4.50813, 3.08638, 2.01050], [-4.31420, 1.37981, 2.42893], [-6.13761, 1.83590, 1.05328], [-1.48573, 4.55381, -2.28812], [-0.28122, 3.71769, -1.91238], [0.76673, 3.94209, -2.84492], [-1.38382, 5.60690, -2.02088], [-2.39625, 4.17148, -1.81930], [-1.67039, 4.54375, -3.36481], [-0.56497, 2.65640, -1.89423], [0.03561, 3.98014, -0.89598], [1.50753, 3.35801, -2.57849], [-2.04288, 0.39369, -5.21064], [-0.89318, 1.14112, -4.55400], [-0.91523, 2.49662, -4.94395], [-1.89254, 0.41245, -6.29246], [-2.99411, 0.84902, -4.94425], [-1.99915, -0.65696, -4.91818], [0.05338, 0.63522, -4.79288], [-0.97963, 1.00817, -3.46218], [-0.30056, 2.96054, -4.35766], [-3.88125, -2.35573, -0.06988], [-3.59126, -2.81498, -1.50484], [-3.07197, -1.76081, -2.28685], [-2.95434, -2.02234, 0.39759], [-4.31560, -3.15578, 0.53314], [-4.61733, -1.55079, -0.10717], [-4.50558, -3.24428, -1.92891], [-2.85421, -3.62160, -1.44486], [-3.66054, -0.99185, -2.16217], [-4.76635, 2.58582, -3.17673], [-3.84979, 1.47906, -2.69278], [-4.52657, 0.53836, -1.85069], [-4.14148, 3.31032, -3.70941], [-5.17471, 3.17308, -2.34835], [-5.58405, 2.19447, -3.77515], [-2.98296, 1.89726, -2.17117], [-3.47093, 0.94804, -3.56770], [-4.65525, 0.97026, -0.99088], [3.80558, -2.57495, 0.46992], [4.34794, -1.16853, 0.34296], [4.90662, -0.69967, 1.57513], [4.54541, -3.27896, 0.85748], [3.48115, -2.93431, -0.51175], [2.93539, -2.64843, 1.12659], [3.52691, -0.49439, 0.06505], [5.10780, -1.06481, -0.43169], [4.17073, -0.30051, 2.05729], [-0.83573, -5.06894, -3.89902], [-0.93998, -3.60113, -4.28498], [-0.60021, -2.74868, -3.18603], [-1.59539, -5.35644, -3.16989], [0.15809, -5.27366, -3.49930], [-1.00209, -5.69760, -4.77783], [-1.96145, -3.35115, -4.58504], [-0.27078, -3.40283, -5.12295], [-1.43814, -2.54478, -2.74597], [4.33542, -3.09640, -3.70636], [2.94933, -3.55061, -3.30312], [2.17566, -2.37573, -3.06783], [4.79562, -2.58032, -2.86208], [4.29704, -2.40136, -4.54343], [4.94900, -3.95613, -3.98301], [3.00346, -4.18600, -2.41053], [2.47772, -4.14514, -4.09549], [1.25834, -2.64485, -2.90218], [3.22500, 1.37035, -4.35872], [2.63894, 0.85843, -3.06736], [2.51008, 1.92324, -2.13036], [4.24506, 1.74304, -4.27945], [2.55884, 2.10866, -4.80739], [3.26681, 0.52885, -5.05849], [3.22671, 0.05655, -2.60379], [1.69020, 0.35453, -3.29717], [2.07177, 1.60057, -1.32694], [1.57970, 5.67727, 1.78967], [0.65670, 4.48654, 1.95417], [-0.69150, 4.92623, 1.98453], [2.60494, 5.37268, 1.56277], [1.58318, 6.31904, 2.67390], [1.26940, 6.29690, 0.94642], [0.97443, 3.87029, 2.80245], [0.75409, 3.85346, 1.06986], [-0.95766, 5.23000, 2.85579], [2.56935, -1.85479, 4.24278], [2.01830, -1.03822, 5.40484], [1.75400, 0.28850, 4.98896], [2.61045, -2.90891, 4.52774], [3.58502, -1.57485, 3.96500], [1.89850, -1.78470, 3.38517], [2.72252, -1.06376, 6.24260], [1.11416, -1.54454, 5.75920], [0.99423, 0.65331, 5.48281]]}


Record 2
{"formula": "C33H108B3F3HgNO17S", "method": "the ωB97M-V functional and the def2-TZVPD basis", "homo_lumo_gap_ha": 0.2320, "molar_mass_g_mol": 1113.30, "max_force_ha_per_bohr": 0.093, "total_charge": -1, "symbols": ["Hg", "O", "H", "H", "H", "O", "H", "H", "H", "N", "H", "H", "H", "H", "B", "H", "H", "H", "H", "B", "H", "H", "H", "H", "B", "H", "H", "H", "H", "C", "F", "F", "F", "S", "O", "O", "O", "C", "O", "H", "H", "H", "C", "O", "H", "H", "H", "C", "C", "C", "O", "H", "H", "H", "H", "H", "H", "H", "H", "C", "C", "C", "O", "H", "H", "H", "H", "H", "H", "H", "H", "C", "C", "C", "O", "H", "H", "H", "H", "H", "H", "H", "H", "C", "C", "C", "O", "H", "H", "H", "H", "H", "H", "H", "H", "C", "C", "C", "O", "H", "H", "H", "H", "H", "H", "H", "H", "C", "C", "C", "O", "H", "H", "H", "H", "H", "H", "H", "H", "C", "C", "C", "O", "H", "H", "H", "H", "H", "H", "H", "H", "C", "C", "C", "O", "H", "H", "H", "H", "H", "H", "H", "H", "C", "C", "C", "O", "H", "H", "H", "H", "H", "H", "H", "H", "C", "C", "C", "O", "H", "H", "H", "H", "H", "H", "H", "H"], "positions_angstrom": [[19.47659, -4.50347, 16.82508], [20.62223, -6.28423, 12.88468], [20.69302, -5.49746, 13.43021], [21.18006, -7.03540, 13.09956], [19.70549, -6.55482, 12.79542], [23.38318, -7.35087, 16.52137], [23.31593, -7.67021, 15.61855], [22.57843, -7.62716, 16.96593], [23.36575, -6.39619, 16.42202], [17.19690, -4.65484, 13.40146], [16.33647, -4.82935, 13.90078], [16.95767, -4.21673, 12.52343], [17.58033, -5.52968, 13.07323], [17.90247, -4.20258, 13.96513], [22.46933, -8.37075, 14.00808], [21.89356, -9.03339, 14.63547], [22.55577, -7.42425, 14.51886], [23.47137, -8.73888, 13.85113], [22.00676, -8.21720, 13.04542], [21.85712, -5.00964, 16.98279], [21.85067, -5.54894, 16.04826], [22.83576, -5.01681, 17.43715], [21.52590, -4.00132, 16.78829], [21.15596, -5.55994, 17.59089], [17.06972, -4.11975, 16.91577], [16.87668, -5.18021, 16.86671], [16.18507, -3.52619, 17.08702], [17.84533, -3.90532, 17.63457], [17.43497, -3.79063, 15.95529], [18.89823, -8.98623, 18.52867], [19.43405, -10.15611, 18.73183], [17.60761, -9.19490, 18.13501], [18.89149, -8.23957, 19.70759], [19.76824, -8.10376, 17.14291], [19.36167, -8.82261, 15.92874], [19.22958, -6.71983, 17.04971], [21.17364, -8.20325, 17.48111], [20.30794, -3.07590, 13.75216], [19.88724, -4.19633, 14.55196], [20.04690, -2.09322, 14.14497], [21.38594, -3.07702, 13.59085], [19.83298, -3.07110, 12.77109], [17.54111, -7.33558, 11.10839], [18.15189, -7.01566, 12.34400], [18.23112, -7.62453, 10.31560], [16.85811, -8.17891, 11.21038], [16.83455, -6.59159, 10.74051], [19.92538, 0.32576, 17.35011], [20.49343, -1.14359, 17.23369], [21.46785, -1.28433, 18.41172], [19.38770, -2.04115, 17.42338], [19.20994, 0.58110, 16.56841], [20.75426, 1.03347, 17.36477], [19.55406, 0.39425, 18.37262], [21.04160, -1.35420, 16.31540], [21.93120, -2.27093, 18.41554], [21.05229, -1.02245, 19.38477], [22.22441, -0.50773, 18.29935], [18.79053, -1.74634, 18.11481], [16.73339, -1.79321, 9.32688], [15.85332, -2.57047, 10.33537], [15.44632, -4.00251, 9.83685], [16.66470, -2.77845, 11.43671], [17.03214, -0.86212, 9.80847], [16.18896, -1.55052, 8.41429], [17.60632, -2.40563, 9.10099], [14.93420, -2.04593, 10.59645], [16.31529, -4.59903, 9.55907], [14.82689, -3.87594, 8.94894], [14.82992, -4.57174, 10.53264], [17.04034, -1.93929, 11.71297], [24.59015, -2.54987, 14.85256], [24.97364, -4.01176, 15.00331], [25.51129, -4.24713, 16.44018], [23.89235, -4.80899, 14.73733], [23.80131, -2.33033, 15.57203], [24.13512, -2.48742, 13.86405], [25.39651, -1.84097, 15.04060], [25.80709, -4.24069, 14.33919], [24.84043, -4.04603, 17.27541], [26.37565, -3.61823, 16.65342], [25.85946, -5.27838, 16.49836], [23.18773, -4.52166, 15.32260], [19.20651, 0.62186, 11.71653], [18.12085, 0.65405, 12.66290], [17.40124, 2.02307, 12.54913], [17.02937, -0.20528, 12.28678], [19.54472, -0.39036, 11.49486], [20.04222, 1.18941, 12.12589], [18.88897, 1.00832, 10.74806], [18.33846, 0.47315, 13.71552], [17.03871, 2.24549, 11.54554], [18.00595, 2.89451, 12.80013], [16.50423, 2.21664, 13.13735], [16.31148, -0.04146, 12.90272], [23.44042, 0.43256, 9.06067], [22.42006, 0.43989, 10.20164], [22.77473, -0.40430, 11.43015], [22.38011, 1.72054, 10.69035], [23.03938, 1.05795, 8.26308], [23.59325, -0.56621, 8.65176], [24.37836, 0.93345, 9.30044], [21.42494, 0.28786, 9.78365], [22.74683, 0.19779, 12.33835], [23.75382, -0.87067, 11.32076], [22.01535, -1.18256, 11.50608], [22.16515, 2.32477, 9.97601], [24.29676, -4.30948, 11.30889], [24.57603, -5.76544, 10.89532], [25.91644, -5.96296, 10.10683], [24.60816, -6.60760, 12.00541], [23.99978, -3.68757, 10.46442], [25.01868, -3.94776, 12.04106], [23.42143, -4.36607, 11.95596], [23.76229, -6.03450, 10.22188], [25.81571, -5.44276, 9.15428], [26.16684, -6.99258, 9.85130], [26.67369, -5.40641, 10.65902], [24.56730, -6.17977, 12.86383], [14.88503, -2.17211, 14.77381], [14.61811, -0.83673, 15.44277], [15.55555, -0.56028, 16.69841], [14.74444, 0.13570, 14.49400], [14.30209, -2.16832, 13.85281], [14.58308, -2.96914, 15.45327], [15.95113, -2.26596, 14.56708], [13.55853, -0.75828, 15.68618], [15.73394, -1.45080, 17.30113], [15.22394, 0.25569, 17.34054], [16.55603, -0.25076, 16.39621], [14.21090, 0.89101, 14.75179], [13.50723, -5.92773, 13.77785], [14.07898, -6.06663, 15.24975], [13.75659, -7.41483, 15.92907], [15.46018, -5.71990, 15.02668], [13.86426, -6.59432, 12.99281], [13.56355, -4.92590, 13.35209], [12.43170, -6.10396, 13.79328], [13.55332, -5.31859, 15.84323], [12.68485, -7.48715, 16.11413], [14.31478, -7.54244, 16.85656], [13.97655, -8.10168, 15.11179], [15.74885, -5.38668, 15.87946], [21.11167, -5.08909, 21.10730], [20.02382, -5.34642, 20.13027], [18.69750, -5.40827, 20.74680], [19.91826, -4.34071, 19.23223], [21.54058, -4.08726, 21.12902], [21.90219, -5.76877, 20.78918], [20.94673, -5.45526, 22.12061], [20.20715, -6.27938, 19.59728], [18.33765, -4.54529, 21.30704], [18.51078, -6.26831, 21.38992], [17.87231, -5.42821, 20.03495], [19.73716, -3.58082, 19.79023], [24.23783, 3.12254, 13.30993], [23.45379, 3.29477, 14.63632], [22.41739, 2.18859, 14.57155], [24.21668, 3.14400, 15.77749], [23.61402, 3.17732, 12.41777], [24.74356, 2.15849, 13.25579], [24.88817, 3.99308, 13.22439], [22.81049, 4.17422, 14.66475], [22.04482, 1.95133, 15.56804], [22.94821, 1.32463, 14.17165], [21.57282, 2.46435, 13.94007], [24.27240, 4.04845, 16.09446]]}